A 2-piece molecular cluster, C5H14O overall. Source: the Open Molecules 2025 dataset; level of theory: the ωB97M-V functional and the def2-TZVPD basis.

Positions of all 20 atoms, in Å:
C 2.068 0.270 0.886
C 0.876 0.989 1.461
C 1.245 2.087 2.485
H 2.240 0.452 -0.185
H 2.029 -0.820 0.855
H 3.000 0.609 1.341
H 0.240 1.457 0.710
H 0.217 0.300 1.996
H 1.816 2.916 2.077
H 0.334 2.591 2.829
H 1.685 1.582 3.341
C -0.339 -1.365 -1.074
C -1.333 -0.786 -2.072
O -2.660 -1.222 -1.795
H -0.596 -2.416 -0.959
H -0.327 -0.751 -0.180
H 0.678 -1.340 -1.473
H -1.256 0.308 -2.121
H -1.190 -1.098 -3.105
H -2.825 -1.108 -0.870

Summary:
HOMO ... -10.30 eV
Total charge ... 0
LUMO level ... 0.914 eV
Orbital gap ... 11.214 eV

A 2-piece molecular cluster, C5H14O overall. Source: the Open Molecules 2025 dataset; level of theory: the ωB97M-V functional and the def2-TZVPD basis.

Positions of all 20 atoms, in Å:
C 1.977 -1.671 0.452
C 2.519 -0.914 -0.755
C 1.653 0.310 -1.117
H 2.530 -2.584 0.662
H 0.931 -1.933 0.274
H 1.983 -1.001 1.316
H 2.581 -1.593 -1.613
H 3.552 -0.583 -0.627
H 2.138 1.233 -0.787
H 1.493 0.372 -2.190
H 0.713 0.298 -0.563
C -2.099 1.570 1.000
C -2.307 0.304 0.190
O -3.665 0.020 -0.137
H -2.927 1.755 1.685
H -1.172 1.495 1.571
H -1.968 2.459 0.376
H -1.953 -0.537 0.800
H -1.737 0.285 -0.740
H -4.241 0.716 0.203

Summary:
HOMO ... -10.17 eV
Total charge ... 0
LUMO level ... 0.969 eV
Orbital gap ... 11.144 eV

C5H14O16V3 as an isolated structure. Source: the Open Molecules 2025 dataset; level of theory: the ωB97M-V functional and the def2-TZVPD basis.

Positions of all 38 atoms, in Å:
O -27.383 -33.897 2.572
V -28.533 -34.550 1.705
O -29.069 -35.931 2.270
O -27.678 -31.717 -2.678
V -27.485 -33.167 -2.087
O -25.905 -33.358 -1.715
O -31.784 -35.651 -2.080
V -30.243 -35.776 -1.728
O -30.029 -37.086 -0.823
C -28.076 -35.487 -3.352
O -27.906 -35.436 -2.149
O -29.124 -35.939 -3.635
O -27.649 -34.462 -3.967
C -29.827 -33.460 -0.528
O -29.933 -33.419 -1.701
O -30.279 -34.399 0.056
O -28.701 -33.209 -0.147
O -30.617 -33.441 -4.240
H -30.438 -33.277 -3.314
H -31.515 -33.135 -4.369
O -30.485 -33.699 2.891
H -30.676 -33.133 3.639
H -31.342 -34.003 2.595
O -31.026 -30.906 -2.546
H -31.052 -31.797 -2.198
H -30.232 -30.879 -3.080
C -33.815 -36.492 1.414
C -33.814 -35.216 0.741
C -35.156 -34.542 0.998
O -32.793 -34.467 1.287
H -34.480 -37.199 0.918
H -34.138 -36.452 2.454
H -32.867 -37.026 1.467
H -33.695 -35.379 -0.330
H -35.263 -34.114 1.994
H -35.897 -35.331 0.871
H -35.248 -33.744 0.261
H -31.900 -34.466 0.934

Summary:
HOMO ... -6.25 eV
Total charge ... -1
LUMO level ... 0.111 eV
Orbital gap ... 6.362 eV

A 3-piece molecular cluster, C5H14O2 overall. Source: the Open Molecules 2025 dataset; level of theory: the ωB97M-V functional and the def2-TZVPD basis.

Positions of all 21 atoms, in Å:
C 1.345 -1.754 1.106
C 0.912 -0.725 0.044
C 0.759 0.714 0.534
C 0.746 1.113 1.809
C 0.238 1.753 -0.465
H 0.656 -2.580 1.016
H 1.275 -1.313 2.100
H 2.394 -2.019 0.976
H -0.059 -1.012 -0.349
H 1.709 -0.723 -0.702
H 0.480 2.109 2.138
H 0.791 0.414 2.639
H 0.646 1.593 -1.469
H 0.300 2.816 -0.230
H -0.817 1.492 -0.516
H -0.808 -0.764 -3.401
H -2.054 0.097 -3.331
O -1.461 -0.433 -2.751
H -2.049 0.452 0.175
H -2.668 -0.918 0.005
O -2.335 -0.314 0.672

Summary:
2S+1 ... 2
HOMO (alpha / beta) ... 0.72 / -6.21 eV
Total charge ... -1
⟨S²⟩ ... 0.7505
LUMO level (alpha / beta) ... 3.642 / 3.557 eV
Orbital gap (alpha / beta) ... 2.923 / 9.771 eV

A 3-piece molecular cluster, C5H14O2 overall. Source: the Open Molecules 2025 dataset; level of theory: the ωB97M-V functional and the def2-TZVPD basis.

Positions of all 21 atoms, in Å:
C -0.914 1.648 -0.092
C 0.192 1.275 -0.717
C 0.203 0.848 -2.154
C 1.529 1.254 -0.038
H -0.918 1.969 0.939
H -1.869 1.652 -0.589
H -0.796 0.842 -2.576
H 0.635 -0.146 -2.253
H 0.819 1.529 -2.741
H 1.463 1.636 0.973
H 1.925 0.243 -0.007
H 2.253 1.859 -0.596
O -0.448 -0.084 2.522
O -1.061 -1.311 2.893
H -0.320 -0.203 1.569
H -0.913 -1.334 3.849
C -0.359 -2.332 -0.193
H -0.885 -1.462 -0.567
H -0.837 -2.701 0.700
H -0.367 -3.114 -0.945
H 0.666 -2.069 0.023

Summary:
HOMO ... -9.51 eV
Total charge ... 0
LUMO level ... 0.930 eV
Orbital gap ... 10.443 eV

A 2-piece molecular cluster, C5H14O2 overall. Source: the Open Molecules 2025 dataset; level of theory: the ωB97M-V functional and the def2-TZVPD basis.

Positions of all 21 atoms, in Å:
C -0.123 2.344 2.042
C 0.041 0.868 1.563
C 1.440 0.448 1.007
C 1.437 0.746 -0.476
C 0.338 0.304 -1.478
O 0.277 -1.047 -1.276
H 0.626 2.978 1.691
H 0.027 2.463 3.075
H -1.103 2.906 1.927
H -0.698 0.793 0.760
H -0.299 0.223 2.364
H 1.621 -0.675 1.059
H 2.172 1.148 1.505
H 2.388 0.507 -1.012
H 1.380 1.797 -0.574
H 0.462 0.560 -2.524
H -0.701 0.664 -1.195
H -0.527 -1.303 -1.739
O -3.045 -4.931 -1.915
H -2.520 -5.858 -1.937
H -3.193 -4.933 -2.868

Summary:
HOMO ... -10.01 eV
Total charge ... 0
LUMO level ... 0.699 eV
Orbital gap ... 10.706 eV

The records above give, respectively, relative energy (zero: lowest compared OMol25 entry of this formula, charge and spin) values of 89.6, 76.0, 235.9, 61.3, 323.9, 169.4 kJ/mol.